This record from the Open Molecules 2025 dataset describes C23H50GdNO5P2SSi as an isolated structure at a distorted geometry. The level of theory is ωB97M-V with the def2-TZVPD basis set.

```
84
Properties=species:S:1:pos:R:3:forces:R:3:mulliken_charge:R:1
Gd -0.15902 0.41549 0.93606 0.4 -0.3 0.0 -0.824
S -1.35728 -1.65032 1.91320 0.3 0.2 -0.7 -0.464
P 2.17774 -1.04558 0.33664 1.9 -1.1 -0.5 0.878
P -2.29276 0.76242 -0.73772 -1.7 -0.1 -1.1 0.727
Si -0.79734 -0.57207 3.60655 0.7 -0.2 2.7 0.597
O -0.86220 1.05464 3.10087 -0.9 0.8 0.6 0.558
O -1.03970 5.41378 -0.84949 -0.5 0.1 0.5 -0.607
O 0.80759 -0.82887 3.89074 0.1 0.4 -0.6 0.339
O 2.25413 3.39162 -2.86863 -0.7 0.8 0.1 -0.608
O -1.65155 -0.84571 4.97388 -0.1 -0.3 -1.1 -0.346
N -0.09282 -1.10424 -1.59703 0.0 0.2 0.1 0.292
C 1.02347 -2.43160 -3.27161 -0.1 0.0 0.1 -0.723
C -1.59312 3.40766 2.89225 0.1 0.0 0.0 -1.507
C -2.56100 -0.75251 -1.73812 0.6 -0.4 0.2 -0.899
C -1.12187 2.46213 5.19863 0.2 0.2 0.2 -1.555
C 2.23618 1.17000 4.02674 0.0 0.2 0.0 -0.727
C -1.79260 -3.31952 5.07653 0.2 0.0 0.2 -1.440
C 2.37866 -1.42835 -1.45308 -0.7 0.5 -0.2 -0.883
C -3.76640 -2.00074 4.38484 -0.2 0.1 0.0 -1.278
C -2.48343 2.03017 -2.03778 0.4 0.3 0.2 -1.292
C 1.48319 0.01325 6.09896 -0.1 0.0 0.2 -1.512
C -3.12496 1.70526 3.98798 -0.4 0.0 0.0 -1.008
C -2.53718 -2.00962 5.28171 0.2 0.3 0.0 1.354
C -1.25562 -1.33468 -2.24430 0.2 -0.5 -0.7 0.434
C 3.85844 -0.38663 0.66155 -0.2 0.4 0.3 -1.379
C -0.17465 -2.68317 -3.93548 0.0 0.1 0.3 -0.708
C 1.91153 -0.18424 4.65047 -0.4 -0.3 0.0 1.903
C 1.03632 -1.64536 -2.11326 -0.3 -0.5 -0.6 0.370
C 3.11380 -1.12566 4.59967 0.1 0.0 0.0 -1.665
C 2.27927 -2.74086 1.02752 -0.5 0.1 0.4 -1.208
C -1.33038 -2.12385 -3.39916 0.2 0.2 0.2 -0.865
C -3.84043 0.85365 0.22634 0.1 0.2 0.2 -1.130
C -1.69518 2.19697 3.81522 0.0 -0.5 -0.2 1.605
C -2.91104 -1.82113 6.74318 0.0 -0.1 0.0 -1.652
H -0.20852 -3.30661 -4.83504 0.0 0.3 0.4 0.427
H 4.64600 -1.10852 0.41191 -0.3 0.1 0.1 0.429
H -1.36659 4.77264 -0.19570 0.1 0.6 -0.3 0.300
H 3.92417 -0.11080 1.71829 0.2 -0.1 -0.1 0.358
H -2.44616 -4.13657 5.40847 0.2 0.1 -0.2 0.559
H 1.43786 -3.34537 0.68428 0.0 0.1 -0.1 0.403
H -3.81290 1.77250 0.82351 -0.2 -0.1 -0.1 0.300
H 3.21339 -3.23534 0.74331 -0.1 0.2 0.0 0.492
H -4.42841 -2.80772 4.72074 0.1 0.2 -0.1 0.548
H -3.41417 -0.85942 6.90956 0.0 -0.3 -0.1 0.341
H 2.40704 3.88801 -3.69760 -0.1 -0.4 0.6 0.307
H -0.54674 3.72724 2.75164 -0.3 -0.1 0.2 0.389
H 2.31819 0.44701 6.67577 -0.4 -0.1 -0.2 0.490
H 2.96696 -2.35230 -1.59142 0.0 0.6 0.2 0.536
H -3.17277 -0.50254 -2.62067 0.0 -0.1 0.5 0.553
H -0.06625 2.75853 5.17894 -0.3 -0.1 0.0 0.315
H 3.47237 -1.32750 3.58189 -0.2 0.2 0.2 0.255
H -0.87941 -3.35166 5.67742 -0.1 0.0 -0.1 0.297
H 2.47367 1.09406 2.95526 0.0 -0.1 0.1 -0.124
H -3.75650 2.54021 4.34520 0.3 -0.3 -0.2 0.573
H 1.96696 -2.84966 -3.62255 -0.3 0.1 0.0 0.471
H 3.93214 -0.64831 5.15930 -0.2 -0.2 -0.2 0.422
H -3.56338 1.33112 3.05394 0.1 0.1 0.2 0.045
H 2.90253 -2.09293 5.07573 -0.1 0.3 -0.1 0.393
H 2.18960 -2.68879 2.11423 0.1 0.0 0.0 0.179
H -2.03078 3.20718 1.89676 0.0 0.0 0.3 -0.059
H 3.11886 1.60085 4.52664 -0.3 -0.1 -0.2 0.610
H -2.15778 4.24159 3.35184 0.3 -0.4 -0.3 0.489
H -2.30652 -2.28383 -3.85161 0.2 0.0 0.0 0.500
H 4.01221 0.52871 0.07612 0.0 -0.2 0.1 0.459
H -1.25573 1.58550 5.84754 0.1 0.2 -0.2 0.144
H -3.58868 -2.64152 7.01170 0.1 0.3 0.2 0.441
H 1.39544 1.86735 4.15151 0.4 -0.2 -0.1 -0.275
H -3.07161 -1.52385 -1.13389 0.1 0.4 -0.2 0.405
H -4.70998 0.87139 -0.43876 0.1 0.0 0.1 0.557
H -3.16362 0.90836 4.74521 0.0 0.3 -0.4 0.039
H -1.68208 3.29365 5.66818 0.2 -0.4 -0.3 0.547
H -1.53113 -3.47794 4.02402 -0.1 0.0 0.2 0.219
H -2.33839 3.01982 -1.59546 -0.2 0.0 -0.2 0.386
H -2.01994 -1.85280 7.38524 -0.2 -0.1 -0.2 0.338
H -3.50986 -2.18680 3.33436 -0.1 0.0 0.3 0.243
H 1.20770 -0.94163 6.56167 0.1 0.2 -0.1 0.308
H -3.46077 1.96540 -2.52491 0.1 0.0 0.2 0.415
H 0.61948 0.68935 6.16061 0.3 -0.2 0.1 0.177
H 2.88840 -0.57533 -1.95100 -0.2 -0.5 0.3 0.477
H -1.70136 1.90829 -2.79378 -0.1 -0.1 0.1 0.385
H -1.48713 6.25727 -0.61808 0.4 -0.7 -0.2 0.321
H -3.91742 0.00505 0.91797 0.1 0.1 -0.2 0.265
H -4.32559 -1.06241 4.44964 0.1 -0.1 0.1 0.262
H 1.67412 3.98173 -2.33353 0.7 -0.5 -0.7 0.315
```
Positions in Å, forces in eV/Å.

<S²>   16.062
Multiplicity   8
Charge   +2
HOMO-LUMO gap (spin up / spin down)   0.325 / 0.241 Eh
Electronic energy   -3473.138318 a.u.